(1)
Formula: CH2N4S
Source: the Open Molecules 2025 dataset
Level of theory: ωB97M-V with the def2-TZVPD basis set

Last columns: bonded neighbours and bond lengths (Å).
Cartesian coordinates (Å):
1 S 2.142 0.852 -0.214  C2 1.654
2 C 0.638 0.178 -0.075  S1 1.654, N3 1.280, N6 1.328
3 N -0.102 -0.404 -0.942  C2 1.280, N4 1.418, H7 0.997
4 N -1.371 -0.764 -0.423  N3 1.418, N5 1.330
5 N -1.427 -0.136 0.748  N4 1.330, N6 1.344
6 N -0.174 0.301 0.968  C2 1.328, N5 1.344, H8 0.979
7 H 0.195 -1.011 -1.675  N3 0.997
8 H 0.098 0.985 1.613  N6 0.979

Results
energy relative to the best compared isomer or geometry (same formula, charge and spin): 62.4 kJ/mol
frontier orbital gap: 8.976 eV
HOMO level: -0.3232 Eh
LUMO level: 0.0066 Eh
SMILES string: S=c1[nH]nn[nH]1
2S+1: 1
charge: 0

(2)
Formula: C29H54N8O2S2Si
Source: the Open Molecules 2025 dataset
Level of theory: ωB97M-V with the def2-TZVPD basis set

Last columns: bonded neighbours and bond lengths (Å).
Cartesian coordinates (Å):
1 C -0.767 -0.243 -4.952  C2 1.545, H25 1.089, H26 1.089, H27 1.089
2 C 0.223 -0.390 -3.774  C1 1.545, C3 1.535, H28 1.090, H29 1.090
3 C 1.554 -0.960 -4.284  C2 1.535, C4 1.532, H30 1.091, H31 1.092
4 C 2.769 -0.648 -3.403  C3 1.532, C5 1.552, H32 1.091, H33 1.090
5 C 3.357 0.757 -3.699  C4 1.552, C6 1.534, H34 1.095, H35 1.091
6 C 3.856 1.498 -2.452  C5 1.534, Si7 1.880, H36 1.092, H37 1.092
7 Si 2.533 2.324 -1.401  C6 1.880, O8 1.677, C9 1.867, N21 1.740
8 O 1.407 3.099 -2.372  Si7 1.677, H38 0.961
9 C 1.682 1.021 -0.370  Si7 1.867, C10 1.557, H39 1.090, H40 1.090
10 C 2.756 0.269 0.471  C9 1.557, C11 1.533, H41 1.089, H42 1.095
11 C 2.380 0.034 1.939  C10 1.533, S12 1.830, H43 1.088, H44 1.088
12 S 1.959 -1.709 2.307  C11 1.830, C13 1.798
13 C 0.866 -2.123 0.941  S12 1.798, S14 1.633, N15 1.386
14 S -0.563 -1.347 0.796  C13 1.633
15 N 1.334 -3.104 0.081  C13 1.386, C16 1.470, C20 1.464
16 C 2.116 -4.182 0.703  N15 1.470, C17 1.531, H45 1.092, H46 1.084
17 C 1.249 -4.998 1.666  C16 1.531, O18 1.409, H47 1.096, H48 1.092
18 O -0.138 -4.869 1.451  C17 1.409, C19 1.413
19 C -0.543 -4.759 0.102  O18 1.413, C20 1.544, H49 1.088, H50 1.094
20 C 0.304 -3.765 -0.722  N15 1.464, C19 1.544, H51 1.084, H52 1.092
21 N 3.300 3.535 -0.415  Si7 1.740, C22 1.475, H53 1.014
22 C 2.778 3.832 0.932  N21 1.475, C23 1.545, H54 1.092, H55 1.090
23 C 1.399 4.528 0.989  C22 1.545, C24 1.549, H56 1.087, H57 1.088
24 C 1.411 5.717 1.981  C23 1.549, H58 1.083, H59 1.090, H60 1.087
25 H -1.542 -1.007 -4.917  C1 1.089
26 H -1.232 0.741 -4.971  C1 1.089
27 H -0.247 -0.374 -5.900  C1 1.089
28 H 0.356 0.581 -3.297  C2 1.090
29 H -0.194 -1.084 -3.043  C2 1.090
30 H 1.454 -2.038 -4.412  C3 1.091
31 H 1.759 -0.513 -5.259  C3 1.092
32 H 3.551 -1.372 -3.636  C4 1.091
33 H 2.530 -0.738 -2.343  C4 1.090
34 H 2.614 1.341 -4.251  C5 1.095
35 H 4.180 0.603 -4.399  C5 1.091
36 H 4.560 2.281 -2.743  C6 1.092
37 H 4.381 0.786 -1.811  C6 1.092
38 H 1.341 2.695 -3.241  O8 0.961
39 H 0.913 1.424 0.290  C9 1.090
40 H 1.164 0.322 -1.027  C9 1.090
41 H 3.050 -0.668 0.001  C10 1.089
42 H 3.654 0.895 0.472  C10 1.095
43 H 3.232 0.240 2.584  C11 1.088
44 H 1.550 0.664 2.249  C11 1.088
45 H 2.452 -4.823 -0.115  C16 1.092
46 H 3.024 -3.834 1.183  C16 1.084
47 H 1.584 -6.042 1.669  C17 1.096
48 H 1.432 -4.627 2.677  C17 1.092
49 H -1.571 -4.404 0.126  C19 1.088
50 H -0.557 -5.727 -0.408  C19 1.094
51 H -0.309 -3.059 -1.271  C20 1.084
52 H 0.836 -4.330 -1.491  C20 1.092
53 H 3.332 4.413 -0.919  N21 1.014
54 H 3.490 4.521 1.389  C22 1.092
55 H 2.800 2.934 1.550  C22 1.090
56 H 1.138 4.928 0.012  C23 1.087
57 H 0.670 3.806 1.350  C23 1.088
58 H 0.975 5.426 2.928  C24 1.083
59 H 0.773 6.508 1.588  C24 1.090
60 H 2.408 6.126 2.123  C24 1.087
61 C -4.878 -1.837 -3.397  C62 1.457, H64 1.088, H65 1.088, H66 1.089
62 C -3.623 -2.555 -3.220  C61 1.457, N63 1.148
63 N -2.633 -3.121 -3.085  C62 1.148
64 H -5.714 -2.499 -3.182  C61 1.088
65 H -4.924 -0.979 -2.730  C61 1.088
66 H -4.953 -1.489 -4.425  C61 1.089
67 C -0.078 -8.213 2.996  C68 1.457, H70 1.088, H71 1.088, H72 1.088
68 C 1.171 -8.943 3.176  C67 1.457, N69 1.147
69 N 2.155 -9.515 3.311  C68 1.147
70 H -0.922 -8.856 3.238  C67 1.088
71 H -0.094 -7.342 3.647  C67 1.088
72 H -0.166 -7.882 1.963  C67 1.088
73 C 2.104 2.417 6.209  C74 1.456, H76 1.088, H77 1.088, H78 1.088
74 C 1.502 2.846 4.954  C73 1.456, N75 1.147
75 N 1.030 3.189 3.967  C74 1.147
76 H 1.508 2.777 7.044  C73 1.088
77 H 2.149 1.330 6.243  C73 1.088
78 H 3.112 2.820 6.290  C73 1.088
79 C -9.024 -1.708 -3.317  C80 1.458, H82 1.088, H83 1.088, H84 1.088
80 C -8.194 -0.590 -2.882  C79 1.458, N81 1.148
81 N -7.544 0.292 -2.539  C80 1.148
82 H -8.893 -1.873 -4.384  C79 1.088
83 H -8.743 -2.610 -2.777  C79 1.088
84 H -10.070 -1.487 -3.117  C79 1.088
85 C -2.806 1.504 2.130  C86 1.456, H88 1.088, H89 1.086, H90 1.089
86 C -4.027 2.229 1.812  C85 1.456, N87 1.147
87 N -4.992 2.799 1.567  C86 1.147
88 H -2.957 0.901 3.024  C85 1.088
89 H -2.540 0.851 1.304  C85 1.086
90 H -1.988 2.201 2.306  C85 1.089
91 C -2.447 7.520 4.091  C92 1.455, H94 1.088, H95 1.088, H96 1.086
92 C -0.993 7.567 4.130  C91 1.455, N93 1.147
93 N 0.152 7.614 4.166  C92 1.147
94 H -2.844 7.513 5.104  C91 1.088
95 H -2.829 8.393 3.566  C91 1.088
96 H -2.779 6.625 3.573  C91 1.086

Results
frontier orbital gap: 8.291 eV
HOMO level: -0.3012 Eh
LUMO level: 0.0035 Eh
SMILES string: CCCCCC[Si@@](O)(CCCSC(=S)N1CCOCC1)NCCC.CC#N.CC#N.CC#N.CC#N.CC#N.CC#N
2S+1: 1
charge: 0